[1]
C4H14O4 | the ωB97M-V functional and the def2-TZVPD basis

```
! wB97M-V def2-TZVPD RIJCOSX def2/J DEFGRID3
* xyz 0 1
H 2.369 1.479 -3.446
H 0.044 1.483 -4.116
O 2.903 -1.829 -2.432
H -0.569 1.523 4.051
H -3.201 -0.766 3.499
C -1.458 0.082 2.598
H -3.247 -0.988 1.834
H -0.105 -0.329 0.885
H -1.776 0.922 1.957
H -2.079 -2.015 2.808
C -0.155 -0.426 2.010
H -1.351 1.103 -4.494
H 2.302 1.340 -4.941
H 2.173 -2.229 -1.945
H -0.821 -0.015 4.663
H 3.497 -2.573 -2.646
H -2.257 0.902 4.486
O -0.740 1.845 -4.562
C -1.287 0.703 3.967
C -2.553 -1.046 2.669
O 0.563 -1.275 2.468
O 1.903 1.833 -4.217
*
```

Summary:
SMILES: CC(C)C=O.O.O.O
HOMO level, eV: -9.8466

Here are the Löwdin charges for atoms 1 to 6, given in e:
1 H 0.0555
2 H -0.0086
3 O -0.0726
4 H 0.0789
5 H 0.0663
6 C -0.3859

---

[2]
C4H14OTa | the ωB97M-V functional and the def2-TZVPD basis

```
! wB97M-V def2-TZVPD RIJCOSX def2/J DEFGRID3
* xyz -1 1
C -0.048 1.655 -1.812
C -0.657 0.294 -2.100
H 2.410 -1.631 3.119
H -0.048 -0.939 3.796
C -0.461 -0.650 -0.919
O -0.322 0.509 1.253
H -1.678 -0.996 0.827
C -1.161 -0.175 0.342
H -0.350 2.387 -2.551
H 0.605 -0.760 -0.763
H 1.816 0.863 3.130
H -0.122 -0.128 -2.945
H 0.485 -2.210 1.512
H -1.707 0.376 -2.355
Ta 1.048 -0.642 2.327
H -1.948 0.518 0.029
H 2.286 -0.446 0.930
H -0.841 -1.635 -1.173
H 1.030 1.585 -1.808
H -0.339 2.027 -0.837
*
```

Summary:
HOMO level, eV: -4.8040

Here are the Löwdin charges for atoms 1 to 6, given in e:
1 C -0.1124
2 C -0.2781
3 H -0.2497
4 H -0.2255
5 C -0.2487
6 O -0.5376

---

[3]
C4H14Si2 | the ωB97M-V functional and the def2-TZVPD basis

```
! wB97M-V def2-TZVPD RIJCOSX def2/J DEFGRID3
* xyz 0 1
H 1.999 2.407 0.929
H 0.824 3.149 -0.043
H -3.316 -1.194 -0.852
H -2.879 -2.237 0.387
H 3.294 -0.358 1.649
H -1.360 0.997 -0.624
H 3.279 -1.520 -0.133
C -2.642 -1.171 -0.015
H -0.618 -1.894 -0.699
H -0.468 -0.975 0.726
C -0.729 0.244 -0.998
C 1.079 2.254 0.523
H -3.027 -0.437 0.724
Si 1.104 0.785 -0.686
H 1.740 1.462 -1.873
H -0.944 0.045 -2.059
H 1.248 -1.761 1.200
C -1.134 -1.024 -0.200
H 0.286 2.095 1.385
Si 2.265 -0.869 0.659
*
```

Summary:
SMILES: CCC[Si@@H](C)[SiH3]
HOMO level, eV: -9.6193

Here are the Löwdin charges for atoms 1 to 6, given in e:
1 H -0.0436
2 H 0.0130
3 H 0.0541
4 H 0.0954
5 H -0.1052
6 H 0.0397

---

[4]
C4H15B3NO4 | the ωB97M-V functional and the def2-TZVPD basis

```
! wB97M-V def2-TZVPD RIJCOSX def2/J DEFGRID3
* xyz 1 1
H -0.013 3.781 1.141
H -1.502 2.136 -0.027
H -2.524 1.332 2.729
O 0.259 -2.415 -1.336
C -0.211 2.780 1.530
B -0.689 -1.406 -1.574
C -1.566 2.298 1.053
H 2.290 -2.445 -0.459
H 1.500 2.384 0.656
C -1.075 -0.067 1.995
C -2.102 1.050 1.762
N 2.541 -2.274 -3.326
H 1.753 -2.221 -2.654
B 1.152 -2.091 -0.321
H -1.572 -0.882 2.541
H 2.807 -1.336 -3.630
H 2.253 -2.826 -4.137
O -1.138 -0.700 -0.512
B -0.459 -0.674 0.717
H -0.183 2.847 2.623
H -2.930 0.663 1.162
O 0.806 -1.295 0.702
H -2.290 3.104 1.202
H -0.252 0.260 2.634
O 0.817 1.872 1.087
H 3.334 -2.724 -2.866
H -1.005 -1.151 -2.691
*
```

Summary:
HOMO level, eV: -12.8424

Here are the Löwdin charges for atoms 1 to 6, given in e:
1 H 0.1202
2 H 0.1166
3 H 0.1166
4 O 0.1640
5 C -0.2300
6 B -0.3249

---

[5]
C4H15FeO9PPd | the ωB97M-V functional and the def2-TZVPD basis

```
! wB97M-V def2-TZVPD RIJCOSX def2/J DEFGRID3
* xyz 0 7
H -0.682 1.694 0.361
O -0.998 0.171 3.937
P 3.661 1.104 -0.933
H -0.143 3.793 1.375
H 1.822 -2.861 -1.398
H -0.640 -2.799 -0.803
O -0.908 -0.728 -2.596
O 2.735 1.819 -1.922
H -2.761 -0.769 3.363
H -1.655 -0.384 2.092
H -0.389 -0.110 0.111
H -0.052 -3.945 -2.042
C -0.931 -2.155 -2.817
O -1.355 2.379 0.457
C -0.140 -2.891 -1.776
H -1.946 -2.558 -2.836
H -1.343 0.449 4.790
C -2.072 0.012 3.022
Fe 2.128 -0.071 0.846
O 1.127 -2.254 -1.668
H -0.852 2.579 2.475
H -0.504 -2.340 -3.806
O 5.067 0.777 -1.337
O 0.467 0.320 -0.006
O 2.991 -0.360 -0.957
C -1.025 3.168 1.564
O 3.413 1.407 0.587
H -1.791 -0.439 -2.355
Pd 1.226 0.219 -2.273
H -2.590 0.939 2.777
H -1.863 3.837 1.770
*
```

Summary:
HOMO level (spin up / spin down), eV: -8.7434 / -8.5476

Here are the Löwdin charges for atoms 1 to 6, given in e:
1 H 0.0024
2 O -0.1231
3 P 0.0158
4 H 0.0852
5 H 0.1033
6 H 0.1231

---

[6]
C4H15N2O | the ωB97M-V functional and the def2-TZVPD basis

```
! wB97M-V def2-TZVPD RIJCOSX def2/J DEFGRID3
* xyz 1 1
H 1.649 2.551 -1.388
H -0.649 2.966 3.419
H 0.970 1.468 -2.446
H -0.152 2.485 -1.521
N 0.777 0.933 -0.382
C 0.778 1.934 -1.485
H 0.318 -3.646 -1.325
O -0.742 2.944 2.463
H 0.715 -1.089 0.976
C -0.287 -1.093 0.646
C -0.377 0.000 -0.425
H -1.216 3.748 2.211
H -1.466 -2.328 -0.742
H 0.850 1.506 0.463
H 1.607 0.346 -0.463
H -0.423 -0.410 -1.438
H 1.096 -3.464 0.076
N 0.502 -2.989 -0.587
H -1.044 -3.132 0.784
C -0.706 -2.425 0.032
H -0.886 -0.844 1.526
H -1.312 0.539 -0.393
*
```

Summary:
HOMO level, eV: -12.7206

Here are the Löwdin charges for atoms 1 to 6, given in e:
1 H 0.0998
2 H 0.0418
3 H 0.1092
4 H 0.1116
5 N 0.0125
6 C 0.0062

---

[7]
C4H15N2O | the ωB97M-V functional and the def2-TZVPD basis

```
! wB97M-V def2-TZVPD RIJCOSX def2/J DEFGRID3
* xyz 1 1
H 1.653 -1.696 1.353
H 0.957 0.656 -1.571
N 2.121 -1.284 -0.677
O -1.425 2.138 2.396
H -1.244 1.662 0.361
H -1.122 3.027 2.685
C 1.244 -1.916 0.369
C -0.745 -0.670 -0.977
H -0.547 -1.512 -1.678
N -0.402 1.732 -0.149
C -0.304 -1.225 0.357
H 1.049 -2.921 0.060
H -0.447 2.663 -0.455
H 1.702 -1.175 -1.612
H -0.511 1.055 -2.305
H -2.351 2.137 2.549
H 2.975 -1.866 -0.711
H -0.945 -1.921 0.780
H 0.479 1.566 0.505
H -1.810 -0.635 -1.038
H -0.226 -0.426 1.135
C -0.101 0.610 -1.376
*
```

Summary:
HOMO level, eV: -12.6068

Here are the Löwdin charges for atoms 1 to 6, given in e:
1 H 0.1026
2 H 0.0935
3 N -0.0404
4 O -0.0399
5 H 0.0815
6 H 0.0849

---

[8]
C4H15N2O | the ωB97M-V functional and the def2-TZVPD basis

```
! wB97M-V def2-TZVPD RIJCOSX def2/J DEFGRID3
* xyz 2 2
C -0.140 -1.076 0.311
H 1.087 0.518 -1.532
H -0.136 2.508 3.216
H 0.346 1.671 0.776
H -0.928 -1.681 0.780
H -1.479 0.388 -0.079
H -0.453 2.824 -0.239
C 0.993 -1.981 -0.247
C 0.342 2.085 -0.227
H -1.575 2.966 3.038
N 0.617 -2.686 -1.433
O -1.005 2.199 2.910
H 0.198 -0.500 1.182
H 1.945 -1.456 -0.317
H 1.072 -2.456 -2.334
H 1.286 2.594 -0.414
N -0.763 -0.106 -0.623
C 0.134 0.975 -1.239
H 1.107 -2.748 0.516
H -1.270 -0.575 -1.377
H 0.449 -3.696 -1.341
H -0.363 1.268 -2.154
*
```

Summary:
HOMO level (spin up / spin down), eV: -17.3514 / -17.3513

Here are the Löwdin charges for atoms 1 to 6, given in e:
1 C -0.0739
2 H 0.1253
3 H 0.0538
4 H 0.0538
5 H 0.1594
6 H 0.1936

---

[9]
C4H15N2O | the ωB97M-V functional and the def2-TZVPD basis

```
! wB97M-V def2-TZVPD RIJCOSX def2/J DEFGRID3
* xyz 2 2
H -2.051 5.355 0.390
H -0.190 1.676 0.856
H 3.039 -2.269 -1.086
C -0.381 -1.599 -1.150
H 0.769 1.188 2.269
O -1.560 4.674 0.774
H -1.249 -2.129 -0.756
H 0.897 -3.008 -0.221
C 0.837 -2.564 -1.183
H -1.008 1.305 2.485
C -0.207 0.969 1.732
H 2.231 -1.231 -2.142
C -0.523 -0.347 1.223
H -1.624 4.826 1.815
H -0.563 -1.214 -2.193
H -0.612 0.422 -0.616
H 0.744 -3.201 -2.040
H 1.037 -0.228 -0.271
H -1.597 -0.656 0.996
H -0.102 -1.214 1.719
N -0.070 -0.414 -0.203
N 2.129 -1.839 -1.386
*
```

Summary:
HOMO level (spin up / spin down), eV: -16.0787 / -16.0787

Here are the Löwdin charges for atoms 1 to 6, given in e:
1 H -0.0094
2 H 0.0995
3 H 0.2082
4 C -0.0506
5 H 0.1265
6 O -0.1026

---

[10]
C4H15N2O | the ωB97M-V functional and the def2-TZVPD basis

```
! wB97M-V def2-TZVPD RIJCOSX def2/J DEFGRID3
* xyz 2 2
H -0.525 -0.926 -0.158
C -0.761 -0.586 -2.766
C -0.349 1.147 0.285
H 0.418 1.827 -0.072
O 2.244 0.284 4.607
H -0.210 1.867 2.288
H 3.088 0.179 5.059
H 1.762 0.936 5.139
N -1.358 -1.855 -2.434
H -0.361 -0.760 -3.784
N 0.118 -0.184 -0.376
H 0.676 0.861 -2.108
C -0.432 0.944 1.769
H -1.266 1.436 -0.231
H 0.302 0.201 2.090
H -0.778 -2.695 -2.288
H 0.991 -0.395 0.104
H 1.274 -0.822 -2.029
C 0.426 -0.168 -1.855
H -1.551 0.165 -2.711
H -2.326 -2.060 -2.700
H -1.382 0.605 2.171
*
```

Summary:
HOMO level (spin up / spin down), eV: -16.0868 / -16.0868

Here are the Löwdin charges for atoms 1 to 6, given in e:
1 H 0.1608
2 C -0.0994
3 C -0.1253
4 H 0.1360
5 O -0.0772
6 H 0.1058

---

[11]
C4H15N2O2 | the ωB97M-V functional and the def2-TZVPD basis

```
! wB97M-V def2-TZVPD RIJCOSX def2/J DEFGRID3
* xyz 1 1
H -0.362 1.927 -0.108
H 0.884 0.142 4.304
H 0.772 0.403 -1.388
H -0.840 1.292 3.037
H -0.190 -0.764 1.310
C 0.126 0.289 1.245
H -1.708 1.175 0.777
O 0.574 -2.626 -2.713
H 1.568 0.513 -0.308
H 2.219 -0.163 1.068
H 0.168 -3.105 -3.447
H -0.886 -0.491 -2.912
H 1.510 -2.822 -2.841
H -2.163 -0.161 -0.792
C -1.087 -0.016 -0.943
C -0.783 0.955 0.224
N 1.499 0.488 0.752
O 0.654 -0.163 3.420
H -1.434 1.045 -2.683
C 0.098 0.886 2.643
N -0.749 0.356 -2.371
H 0.698 1.810 2.575
H -0.565 -0.971 -0.849
*
```

Summary:
HOMO level, eV: -13.7491

Here are the Löwdin charges for atoms 1 to 6, given in e:
1 H 0.1403
2 H 0.1048
3 H 0.4069
4 H 0.1297
5 H 0.1529
6 C -0.3858

---

Across the entries above, molecular weight takes the values 126.152 259.103 118.328 173.603 400.394 107.177 107.177 107.177 107.177 107.177 123.176 g mol⁻¹, respectively.